*P*
2 unconnected molecules or ions with the total composition C4H14N4O, computed with wB97M-V/def2-TZVPD.

Each line ends with the Mulliken charge.
Atoms and positions in Å:
O (1.185, 1.955, -0.739)  -0.7960
N (-1.628, -0.745, -0.244)  0.1601
N (-1.057, 1.064, -1.553)  -0.5578
N (-0.756, -0.171, -1.125)  -0.1532
N (2.580, 0.143, -1.090)  -0.5777
C (1.884, 0.698, 1.200)  -1.2773
C (-2.151, 0.051, 0.864)  -0.7592
C (1.579, 0.805, -0.298)  0.9891
C (-1.162, -2.073, 0.123)  -0.7782
H (-1.980, -2.632, 0.574)  0.3444
H (-2.806, 0.848, 0.512)  0.3047
H (-0.834, -2.585, -0.778)  0.2874
H (-0.161, 1.670, -1.483)  0.3889
H (-2.758, -0.598, 1.491)  0.3495
H (-1.342, 0.476, 1.473)  0.1676
H (2.673, -0.848, -0.909)  0.2260
H (0.497, 0.053, -0.464)  -0.0521
H (2.794, 1.260, 1.415)  0.3650
H (1.064, 1.133, 1.770)  0.2791
H (-1.775, 1.537, -1.004)  0.2453
H (2.446, 0.322, -2.077)  0.2635
H (2.033, -0.339, 1.508)  0.2926
H (-0.325, -2.023, 0.834)  0.2883

Calculated values
- frontier orbital gap (eV) = 8.09
- total charge = 0

***

*Q*
3 unconnected molecules or ions with the total composition C4H14N4O, computed with wB97M-V/def2-TZVPD.

Each line ends with the Mulliken charge.
Atoms and positions in Å:
O (-0.817, -0.917, -0.226)  -0.3882
N (2.559, -0.475, -0.174)  -0.1626
N (1.945, -1.576, -0.604)  -0.2610
N (-0.113, 1.155, -0.928)  -0.7359
N (2.396, 0.551, -0.949)  -0.3151
C (0.725, 0.170, 1.735)  -1.2679
C (-1.714, -1.171, -1.312)  -0.8378
C (-1.751, 1.020, 0.912)  -1.4109
C (-0.623, 0.442, 0.084)  0.6684
H (-1.954, 0.391, 1.775)  0.2921
H (-0.187, 2.150, -0.741)  0.2197
H (1.228, 0.857, -1.151)  0.3879
H (0.489, 1.125, 2.200)  0.3142
H (-1.422, -0.618, -2.206)  0.3828
H (-2.651, 1.093, 0.297)  0.4368
H (1.773, -0.020, 1.929)  0.4607
H (1.036, -1.453, -1.052)  0.3379
H (-2.743, -0.913, -1.041)  0.3001
H (1.924, -2.274, 0.126)  0.2948
H (0.123, -0.636, 2.151)  0.2902
H (-1.662, -2.242, -1.502)  0.2696
H (-1.503, 2.020, 1.261)  0.4435
H (2.945, 1.320, -0.583)  0.2806

Calculated values
- frontier orbital gap (alpha / beta) (eV) = 7.48 / 7.48
- total charge = 0

***

Stability ranking, top entry: *P*; the second entry is 0.0530 hartree less favorable.

***

*P*
A molecular structure, C29H23Br2I2N8OTi, computed with wB97M-V/def2-TZVPD.

Each line ends with the Löwdin spin population.
Atoms and positions in Å:
I (-2.270, 4.064, 1.656)  0.0004
I (2.662, 5.218, 5.076)  0.0001
Br (-2.713, -4.886, 4.015)  0.0139
Br (-7.188, 0.748, 0.919)  0.0094
Ti (-0.602, 0.229, 0.213)  0.8804
O (-0.707, 1.472, 1.438)  0.0010
N (-1.038, -1.354, 1.405)  0.1374
N (1.576, 0.343, 0.759)  0.0104
N (-0.437, 1.492, -1.326)  -0.0024
N (2.187, -0.236, -1.779)  0.0028
N (-1.019, -1.456, -3.460)  0.0169
N (-0.665, 1.786, -3.526)  0.0283
N (-2.617, 0.282, 0.050)  0.1182
N (-0.520, -1.161, -1.311)  0.0163
C (-2.904, -2.514, 2.439)  0.0255
C (-0.719, -0.538, -2.494)  0.0166
C (-2.050, -3.436, 2.982)  0.0831
C (-5.346, 0.537, 0.558)  0.0607
C (-0.239, -2.300, 1.923)  0.0333
C (-0.437, 3.521, 2.554)  0.0006
C (-3.228, -0.510, 0.993)  0.1084
C (-0.547, 3.023, -2.948)  -0.0105
C (-2.391, -1.462, 1.650)  0.1329
C (2.659, 2.023, -2.395)  0.0002
C (-0.613, 0.863, -2.514)  0.0548
C (2.323, 1.360, 0.013)  0.0054
C (-0.419, 2.832, -1.608)  0.0162
C (2.317, -0.582, -3.052)  0.0006
C (2.798, 1.652, -3.719)  0.0008
C (2.365, 1.040, -1.455)  0.0018
C (2.024, 2.708, 3.472)  0.0000
C (-1.014, -2.692, -2.861)  0.0041
C (-3.371, 1.168, -0.612)  0.0226
C (2.636, 0.316, -4.059)  0.0002
C (1.515, 3.945, 3.839)  0.0010
C (0.277, 4.366, 3.373)  0.0000
C (0.023, 2.248, 2.190)  0.0007
C (-0.666, -3.328, 2.725)  0.0680
C (1.295, 1.861, 2.655)  0.0010
C (-4.722, 1.324, -0.427)  0.0740
C (1.821, 0.524, 2.202)  0.0032
C (-0.706, -2.494, -1.550)  0.0086
C (-4.605, -0.376, 1.264)  0.0381
H (1.309, -0.268, 2.765)  0.0006
H (-2.869, 1.805, -1.331)  0.0000
H (2.898, 0.475, 2.426)  0.0003
H (2.180, -1.634, -3.262)  0.0001
H (-0.743, 1.598, -4.511)  0.0010
H (2.758, -0.013, -5.080)  0.0000
H (-1.303, -1.266, -4.406)  0.0005
H (-0.332, 3.573, -0.835)  0.0008
H (-5.278, 2.047, -0.998)  0.0052
H (2.796, 3.048, -2.086)  0.0000
H (-1.223, -3.590, -3.401)  0.0001
H (0.023, -4.045, 3.137)  0.0046
H (-3.965, -2.616, 2.594)  -0.0007
H (-0.581, 3.922, -3.526)  -0.0010
H (-0.123, 5.328, 3.650)  0.0000
H (1.961, -0.562, 0.458)  0.0006
H (-5.071, -0.965, 2.037)  0.0005
H (3.369, 1.404, 0.374)  0.0006
H (0.814, -2.250, 1.656)  0.0010
H (1.873, 2.346, 0.177)  0.0002
H (3.042, 2.393, -4.464)  0.0001
H (2.995, 2.403, 3.832)  0.0000
H (-0.603, -3.231, -0.774)  0.0007

Calculated values
- frontier orbital gap (alpha / beta) (eV) = 4.62 / 7.04
- multiplicity = 3
- total charge = +1

***

*Q*
A molecular structure, C29H23Br2I2N8OTi, computed with wB97M-V/def2-TZVPD.

Each line ends with the Löwdin spin population.
Atoms and positions in Å:
I (-4.224, -0.412, 6.094)  0.0001
I (-4.323, -1.499, 0.195)  0.0002
Br (1.513, -6.076, -2.896)  0.0058
Br (-0.701, 0.411, -6.827)  0.0208
Ti (0.133, 0.029, -0.123)  1.0678
O (-1.199, -1.103, 0.727)  0.0140
N (0.570, -1.967, -0.932)  0.0998
N (2.508, -0.027, -0.504)  0.0092
N (-1.382, 1.544, 0.707)  0.0046
N (0.753, 0.454, 2.071)  0.0079
N (-0.234, 0.145, -2.178)  0.1302
N (2.670, 3.575, -1.149)  0.0027
N (1.070, 2.236, -0.440)  0.0015
N (4.311, 0.842, -1.421)  0.0035
C (0.201, 1.747, 2.524)  0.0017
C (-0.510, 0.281, -4.960)  0.1025
C (-0.859, 1.388, -4.147)  0.0481
C (0.594, 3.528, -0.465)  0.0011
C (3.421, -1.031, -0.733)  0.0016
C (-3.210, -0.694, 4.297)  0.0005
C (-0.046, -0.861, -4.382)  0.0106
C (-3.620, 2.368, 0.803)  -0.0001
C (0.089, -0.931, -2.980)  0.1469
C (-1.175, 1.983, 1.953)  0.0020
C (0.795, -3.341, -2.896)  0.0336
C (1.133, -4.285, -0.712)  0.0608
C (4.541, -0.509, -1.296)  -0.0004
C (1.118, -4.410, -2.113)  0.0418
C (-3.250, -1.106, 1.932)  0.0001
C (-1.825, -0.618, 4.262)  0.0002
C (2.316, 2.306, -0.854)  0.0048
C (-2.163, 2.631, 2.677)  0.0002
C (-3.922, -0.947, 3.134)  -0.0001
C (0.509, -2.102, -2.280)  0.0810
C (1.569, 4.367, -0.901)  -0.0003
C (-1.152, -0.772, 3.060)  0.0012
C (-1.856, -1.006, 1.865)  0.0020
C (-0.698, 1.262, -2.803)  0.0478
C (0.840, -3.054, -0.191)  0.0169
C (-3.403, 2.827, 2.093)  0.0007
C (3.077, 1.080, -0.932)  0.0062
C (0.340, -0.652, 2.982)  0.0040
C (-2.584, 1.724, 0.152)  0.0031
H (1.348, -5.127, -0.071)  0.0042
H (0.747, -3.450, -3.968)  0.0004
H (3.562, 3.900, -1.479)  0.0000
H (-2.725, 1.310, -0.839)  0.0012
H (-0.946, 2.092, -2.154)  0.0023
H (1.583, 5.431, -1.057)  -0.0001
H (-1.242, 2.301, -4.576)  0.0030
H (0.215, -1.710, -4.996)  -0.0021
H (-4.196, 3.315, 2.645)  0.0000
H (0.810, -2.913, 0.882)  0.0008
H (-1.968, 2.947, 3.693)  0.0001
H (-1.266, -0.430, 5.170)  0.0000
H (5.462, -0.964, -1.615)  -0.0001
H (-4.578, 2.473, 0.316)  0.0000
H (0.157, 1.797, 3.616)  0.0000
H (4.943, 1.507, -1.833)  0.0001
H (0.867, 2.542, 2.182)  0.0001
H (-0.414, 3.773, -0.177)  0.0001
H (0.782, -1.571, 2.592)  0.0010
H (3.214, -2.059, -0.490)  0.0002
H (0.747, -0.477, 3.982)  0.0005
H (-5.001, -1.020, 3.162)  0.0000
H (1.766, 0.509, 2.087)  0.0015

Calculated values
- frontier orbital gap (alpha / beta) (eV) = 5.13 / 7.30
- multiplicity = 3
- total charge = +1

***

Stability ranking, top entry: *Q*; the second entry is 0.0515 hartree less favorable.